The following is a quantum chemistry calculation of 2 unconnected molecules or ions with the total composition C10H11NO2 at a distorted geometry, from the Open Molecules 2025 dataset.

```
24
Properties=species:S:1:pos:R:3
C -1.616 1.683 0.542
C -0.366 -2.460 1.346
C 4.050 0.983 0.345
C -2.793 -1.322 -0.591
C -1.100 -1.356 1.307
C 2.764 0.777 0.706
C -1.796 -0.853 0.146
C 1.716 0.726 -0.320
C -0.877 0.934 -1.776
C -0.726 0.939 -0.256
N -2.361 2.297 1.191
O 1.872 0.518 -1.516
O 0.530 0.898 0.322
H 0.206 -2.916 2.149
H -0.718 -3.226 0.691
H 4.932 1.177 1.028
H 4.093 1.374 -0.680
H -3.192 -0.771 -1.492
H -3.060 -2.280 -0.411
H -0.926 -0.527 2.054
H 2.321 0.567 1.659
H -0.571 -0.047 -2.228
H -0.363 1.781 -2.198
H -2.019 1.102 -2.017
```

Kohn-Sham gap   8.93 eV
Net charge   0
E_LUMO   -0.159 eV
2S+1   1
Highest occupied orbital energy   -9.0894 eV
Calculated total energy   -592.691858 a.u.